Entry from OMol25: a molecular structure, C32H51AsMoN2O3PS2Si (wB97M-V/def2-TZVPD).

Summary:
M ... 805.83 g/mol
Max |F| ... 3.307 eV/Å
Charge ... +3
Multiplicity ... 3
Gap between HOMO and LUMO (spin up / spin down) ... 5.92 / 6.11 eV

```
94
Properties=species:S:1:pos:R:3:forces:R:3:mulliken_charge:R:1
Mo 9.981547 12.389177 11.084764 2.37 0.49 1.42 -0.76
As 13.191994 12.925199 8.479767 -0.71 0.46 -1.45 0.46
S 11.725083 12.004769 12.489638 -1.63 0.04 -2.35 0.87
S 10.907217 13.330770 9.226659 1.49 -0.03 -0.43 -0.30
P 8.729755 10.393503 10.550974 -2.81 -1.70 -0.35 2.24
Si 12.200966 11.950505 14.608137 1.10 -0.24 2.83 -0.93
O 10.787722 12.321470 15.313355 0.67 -0.16 -0.51 -0.08
O 13.477125 12.931576 14.780928 -0.50 1.19 -0.53 -0.30
O 12.782828 10.499310 15.018640 -0.57 0.00 -0.82 0.71
N 7.227625 11.284188 10.670159 0.74 1.25 0.86 -0.13
N 8.152221 13.277917 11.566524 1.62 0.20 -0.01 0.07
C 9.418050 9.950702 7.909024 0.27 1.49 -1.77 0.16
C 11.050443 11.980748 17.716701 0.34 0.07 -3.16 -1.62
C 9.180224 6.900877 12.630602 -0.91 1.25 0.88 -0.83
C 5.646891 14.260265 12.148253 -0.09 -0.97 0.00 -0.31
C 14.512485 14.252735 13.095020 0.51 0.28 1.21 -1.05
C 13.795681 14.397705 14.473349 0.53 -1.70 -0.93 1.46
C 13.408430 8.252898 14.669855 1.81 -1.69 -0.72 -1.73
C 5.821973 12.930440 11.760147 -0.06 0.24 -0.17 -0.98
C 10.120229 11.779247 16.512329 -1.90 1.14 -0.26 1.63
C 14.098677 11.310065 9.098489 -1.28 0.03 1.57 -0.64
C 9.196039 9.451954 6.601199 1.08 -0.40 0.19 -0.50
C 8.431080 9.057878 11.718077 0.66 0.35 1.19 0.66
C 7.607577 8.314849 13.863444 -0.22 0.01 -0.81 -0.57
C 9.231893 7.913573 11.672936 0.66 -0.38 -0.28 -0.43
C 14.233430 14.565694 8.803114 -0.21 -0.97 -0.32 -0.92
C 7.778197 7.743925 7.512528 -1.02 -0.84 2.08 -0.64
C 8.028190 14.559623 12.056631 -2.23 0.91 -0.51 -0.33
C 15.054179 9.930223 15.618592 -0.79 -1.64 -0.17 -1.59
C 8.606734 9.538702 8.962962 1.39 -1.01 0.01 0.18
C 9.646660 10.363346 16.196676 0.10 -1.18 -0.40 -1.35
C 7.608669 9.263848 12.826712 0.02 -0.94 0.20 -0.68
C 13.918069 9.630867 14.622707 1.19 2.09 -0.09 1.66
C 7.933272 8.300954 8.816589 0.17 0.80 -1.73 -0.31
C 12.780412 12.917330 6.536892 -0.18 0.79 1.40 -0.89
C 8.808348 12.666496 16.680970 1.00 0.43 0.76 -1.53
C 6.765282 15.129330 12.259970 0.52 -0.83 0.86 -0.83
C 14.442220 9.987524 13.220579 0.92 0.97 0.46 -1.34
C 7.094529 12.482376 11.380908 -1.09 -0.14 -0.64 0.52
C 8.377498 8.307955 6.428054 0.50 0.73 -2.41 -0.33
C 12.504289 15.122060 14.290932 -1.62 1.72 -0.06 -1.08
C 14.633007 14.862958 15.659489 -0.01 -0.13 -0.63 -1.55
C 8.354986 7.136516 13.776671 1.32 0.32 -0.70 -0.56
H 11.861190 14.926577 15.144595 -0.19 -0.18 0.17 0.33
H 9.779879 9.861305 5.733055 -0.69 -0.49 1.04 0.34
H 11.791442 12.523878 6.465653 -0.67 -0.47 -0.25 0.29
H 15.810060 9.098818 15.560920 -0.39 1.12 -0.16 0.42
H 7.133148 6.842546 7.381326 0.82 0.74 0.28 0.38
H 9.820825 6.027055 12.552769 -0.19 0.14 0.04 0.46
H 8.123445 12.119345 17.325233 -0.03 -0.05 0.10 0.47
H 13.312442 7.928455 15.687938 -0.16 -0.27 0.55 0.41
H 13.741315 13.892207 12.438283 -0.28 0.27 -0.80 -0.01
H 14.813180 14.223297 9.652947 0.38 0.66 0.23 0.34
H 12.715656 13.985502 6.287701 0.30 -0.37 -0.19 0.36
H 8.281212 12.816663 15.726700 0.38 0.08 0.20 0.27
H 12.576547 16.259178 14.316392 0.35 -1.42 -0.35 0.47
H 7.640973 7.769717 9.681597 -0.92 -0.36 0.58 0.55
H 13.482998 10.460711 8.753341 0.18 0.33 0.39 0.33
H 10.411497 9.592029 16.354172 0.16 0.32 -0.08 0.24
H 15.098501 11.168904 8.693000 0.10 0.55 -0.05 0.49
H 6.311878 10.892387 10.528269 0.02 -0.76 -0.36 0.33
H 14.876592 14.771102 7.901334 -0.78 -0.25 0.89 0.43
H 14.089176 11.409948 10.240174 0.20 -0.47 -1.58 0.06
H 6.955018 8.519296 14.695695 0.05 -0.18 0.31 0.46
H 8.236025 7.825776 5.383497 0.28 1.06 1.94 0.33
H 8.809577 10.038489 16.822643 0.12 0.36 0.14 0.57
H 15.065244 15.140728 12.735741 -0.63 -0.26 0.18 0.47
H 8.998228 13.652949 17.229927 -0.09 -1.22 -1.11 0.33
H 12.447120 8.250634 14.205698 -0.62 -0.51 -0.58 0.38
H 14.128959 14.542814 16.574933 0.02 0.43 -0.03 0.36
H 6.923698 10.096120 12.863442 0.08 0.20 0.24 0.40
H 4.996576 12.211706 11.657905 0.20 0.64 0.14 0.44
H 13.696407 9.870652 12.476837 -0.84 -0.45 -0.89 0.23
H 14.195841 7.563046 14.154066 -1.69 1.01 0.81 0.37
H 15.405107 10.917905 15.344048 0.51 0.04 0.62 0.27
H 8.870207 15.235816 12.123797 0.49 -0.60 0.12 0.48
H 9.285650 10.211504 15.145404 0.38 0.59 0.73 0.09
H 14.607699 9.836553 16.617208 0.36 0.51 -0.08 0.34
H 11.144044 13.049127 17.826425 0.46 0.27 0.23 0.38
H 11.915399 14.828564 13.364548 0.89 0.27 0.94 -0.03
H 13.473991 12.343439 5.948179 0.44 -0.04 -0.10 0.42
H 14.766487 15.952177 15.590421 -0.04 -0.34 0.30 0.43
H 15.215341 13.435115 13.168072 0.46 -0.11 0.17 0.27
H 8.485647 6.485835 14.641394 -0.53 -0.03 -0.30 0.42
H 10.220115 10.737768 8.080911 -1.36 -0.81 -0.37 -0.47
H 11.988801 11.477269 17.456513 0.06 0.24 0.48 0.22
H 13.528338 15.363343 9.049847 0.35 -0.02 -0.07 0.37
H 15.615724 14.378764 15.651454 -0.17 0.12 -0.08 0.35
H 6.653664 16.145856 12.694319 0.20 -0.82 -0.70 0.39
H 14.857771 11.020849 13.093811 -0.55 -0.53 0.61 0.00
H 9.962397 7.858299 10.868722 -0.12 -0.33 0.00 0.54
H 15.306655 9.363499 12.993061 -0.20 -0.30 -0.03 0.67
H 10.624612 11.571673 18.557219 -0.87 -1.00 2.09 0.55
H 4.610651 14.536785 12.382024 0.62 0.35 -0.06 0.46
```
Forces are in eV/Å.